# C72H179N13O18

A 13-piece molecular cluster, C72H179N13O18 overall (the ωB97M-V functional and the def2-TZVPD basis, the OMol25 dataset).

```
282
Properties=species:S:1:pos:R:3
H 15.338 -5.012 28.676
H 10.711 1.741 26.216
H 13.716 -3.839 25.473
H 10.345 -2.575 26.289
H 15.844 -0.577 31.702
H 17.396 -5.577 23.822
H 12.823 -5.214 29.733
C 11.251 -3.034 25.892
H 20.459 -6.587 27.284
H 20.416 1.201 25.976
C 16.347 -0.655 32.666
H 15.705 -3.863 27.518
N 12.787 -3.002 27.843
H 12.362 6.099 29.111
H 14.534 -3.576 34.398
H 13.467 1.316 27.652
H 5.300 -2.055 31.619
H 10.527 -5.886 33.099
N 18.646 -10.354 26.859
H 18.599 -8.290 26.846
C 19.506 -8.852 25.110
H 11.741 -1.148 34.751
C 16.343 -7.302 33.540
C 12.983 6.301 29.984
H 20.748 2.327 28.178
C 15.260 -0.611 24.090
H 16.078 0.097 23.962
C 13.322 -4.275 29.970
N 17.344 -8.110 32.848
N 21.418 1.730 27.715
H 12.021 -10.679 22.441
H 9.613 -10.496 30.620
H 18.926 -2.621 25.238
H 14.650 -9.469 25.175
H 11.019 -2.277 33.650
H 10.969 -10.244 27.229
H 13.049 -5.399 34.774
H 11.414 -13.265 29.066
H 12.951 2.199 31.509
H 16.298 -2.796 32.664
H 17.725 0.443 33.885
H 12.373 6.872 30.683
O 22.545 -4.102 28.331
C 13.483 -3.302 34.484
H 10.344 -12.130 31.081
O 11.958 -2.053 28.438
C 12.099 -3.880 26.891
H 10.653 -4.609 28.338
H 12.249 -7.477 29.796
H 23.177 -3.035 29.951
H 11.782 -2.150 25.540
C 9.028 -2.875 30.273
C 13.951 -10.045 22.089
H 16.966 1.487 32.787
C 12.609 -4.538 34.271
C 17.440 -7.113 29.525
H 12.718 -8.259 34.931
C 22.824 -5.099 27.422
H 7.636 -1.594 34.297
H 6.501 -3.541 34.030
H 19.276 -7.929 24.578
C 13.460 -7.890 35.639
C 14.846 -4.396 27.924
H 15.121 -10.265 20.039
O 13.021 -11.788 30.467
H 11.778 -0.700 31.791
C 14.546 2.871 30.089
C 10.556 -10.112 28.229
H 15.612 -8.967 34.670
H 9.263 -5.372 24.572
H 10.213 -7.676 25.820
H 12.817 -8.533 32.134
H 15.313 -6.599 31.712
H 10.420 1.016 31.289
C 7.786 -0.943 25.821
C 14.237 -5.335 26.884
H 10.997 1.591 27.959
H 14.007 -1.680 29.789
C 10.121 1.231 32.314
H 14.618 -9.580 29.120
H 21.766 -4.358 25.839
H 15.385 -2.686 30.051
O 17.886 -2.050 31.480
H 14.113 -9.658 26.915
C 16.232 -4.686 22.324
H 15.027 -1.088 23.138
H 12.862 -2.796 32.652
H 14.801 -10.010 30.905
O 13.434 5.060 30.536
N 11.889 0.238 26.656
H 14.977 3.437 31.937
H 17.118 0.743 29.401
O 9.953 -7.210 23.791
H 15.068 -8.500 19.859
C 20.813 0.729 26.875
H 13.068 -10.738 23.951
H 7.157 -1.044 32.855
H 15.045 2.310 29.299
H 11.758 -0.063 25.700
C 7.795 -3.390 32.275
C 16.942 -8.997 25.618
H 8.665 0.836 27.708
C 12.377 -6.330 20.377
H 13.840 -6.210 27.397
C 12.753 -9.490 30.200
H 13.699 -12.187 29.917
C 12.752 -10.174 23.074
H 8.680 -3.547 32.892
N 15.507 2.974 31.212
H 19.231 -0.801 27.106
H 8.990 -2.295 29.351
H 12.963 1.919 26.089
O 9.026 -0.144 25.931
H 17.738 -8.018 30.053
H 9.193 -11.972 29.976
H 9.046 1.408 32.270
H 9.953 -2.840 30.848
N 15.497 -5.911 21.852
H 13.800 -8.736 36.236
H 12.237 -5.624 22.968
H 10.487 -9.590 24.329
O 14.541 -7.243 35.032
N 12.494 -10.871 29.645
C 6.583 -2.892 33.158
C 14.222 4.320 29.596
H 10.389 -7.969 28.138
H 14.627 -1.152 33.692
H 17.889 -4.509 28.866
H 7.072 -0.769 26.626
H 14.210 -7.241 22.352
H 10.454 -5.283 26.719
C 13.123 -5.252 22.452
H 16.910 -9.832 24.918
H 9.476 -10.150 28.085
C 17.049 -2.007 32.673
C 19.746 -4.773 27.790
H 16.721 -8.079 25.074
H 11.723 -6.990 20.946
C 13.849 -3.547 28.740
C 12.182 -8.435 29.281
H 19.176 -3.314 30.422
H 7.487 -4.359 31.882
H 17.760 -8.601 33.627
H 9.484 -0.609 27.869
H 17.802 -5.497 27.399
H 18.961 -4.310 25.315
C 14.272 -9.437 30.143
H 14.150 -4.452 30.657
C 10.746 1.042 27.052
H 16.889 -7.457 28.649
H 11.914 -8.159 22.938
H 12.722 2.030 29.683
C 16.764 -4.690 23.812
C 17.927 0.047 29.179
H 19.611 -3.764 27.401
O 13.496 -9.446 20.892
H 13.881 6.823 29.654
H 16.932 -6.405 30.180
H 11.716 -5.916 27.645
C 15.226 -8.091 34.147
H 18.518 0.063 30.095
H 13.306 -2.937 35.496
C 14.478 -9.415 19.810
C 11.526 -6.007 32.680
H 13.341 -4.252 22.828
H 14.798 -9.574 22.586
C 21.762 -5.280 26.420
H 18.590 -11.142 26.229
H 11.267 -6.190 31.637
H 13.231 -7.005 20.321
H 16.663 -5.512 32.250
H 15.656 -3.767 22.207
H 11.575 -6.856 24.974
O 8.031 -2.464 31.228
C 13.178 -4.574 26.071
C 11.667 -0.406 32.835
H 10.309 -12.701 27.757
C 10.081 -11.425 30.293
C 9.451 0.263 27.216
H 13.653 4.328 28.667
H 19.530 -3.125 32.156
C 14.704 -9.090 26.196
H 24.403 -3.118 28.794
H 15.267 -1.921 28.501
H 12.749 -8.512 28.353
H 7.277 -0.846 24.862
H 13.713 0.930 30.647
C 11.867 -1.603 33.769
C 18.420 -9.083 26.120
C 8.883 -6.308 24.164
H 14.162 -11.089 21.857
H 14.278 -0.729 26.696
H 14.962 -5.779 26.201
C 18.737 -3.162 31.408
H 14.732 -6.364 23.734
C 11.138 -11.174 29.184
H 23.993 -4.570 29.762
O 18.646 0.780 28.190
O 18.628 -6.473 29.094
C 15.854 -6.174 32.558
H 13.002 -7.131 36.274
C 14.384 -6.227 22.710
H 11.930 -6.951 33.044
H 22.105 -6.051 25.730
H 15.141 0.405 33.591
H 11.976 -12.483 27.593
H 13.912 -9.436 18.879
C 14.669 -2.384 29.286
H 20.488 -8.628 25.529
N 13.143 -2.300 33.485
C 23.594 -3.718 29.211
H 16.794 -8.808 32.367
H 12.741 -5.139 25.247
C 11.190 -4.979 27.464
H 17.626 -0.975 28.947
C 12.192 -9.287 31.656
H 18.242 -4.116 31.591
H 20.426 -4.783 28.642
O 12.713 -5.119 21.083
H 12.320 -10.171 32.280
H 21.968 2.415 27.217
H 4.461 -2.758 33.109
H 12.314 0.434 33.086
C 10.781 -7.598 24.893
H 11.162 -8.948 31.767
N 12.365 -8.777 23.597
C 18.261 -3.483 25.189
N 20.372 -5.684 26.841
H 8.160 -6.678 24.891
H 12.014 -1.372 27.764
H 15.062 -5.636 33.079
H 22.426 -0.875 27.169
H 22.964 -6.015 27.995
O 17.518 -3.502 23.991
H 20.114 -0.516 28.527
H 10.917 -3.530 24.981
C 17.371 0.477 32.855
H 15.899 -4.676 24.475
C 11.360 -8.992 24.590
O 12.359 -4.881 32.898
O 14.134 0.001 24.729
H 10.062 -8.636 29.784
H 11.918 -9.339 25.460
H 12.639 -3.638 30.532
H 11.948 -6.105 19.400
O 10.367 0.029 33.063
H 8.030 -1.996 25.962
H 17.904 -10.528 27.521
C 5.266 -2.836 32.378
H 23.786 -5.018 26.916
H 8.263 -6.117 23.288
H 16.907 -6.730 34.276
N 6.846 -1.556 33.668
H 19.616 -9.694 24.427
C 14.248 0.193 26.115
H 8.931 -3.886 29.879
H 17.030 -4.549 21.594
C 10.702 -8.681 28.903
H 18.293 0.436 32.274
H 15.149 -5.691 20.930
H 22.704 0.236 25.844
H 11.670 -4.421 34.813
H 21.465 -0.998 25.724
H 10.623 2.073 32.791
H 14.494 -8.378 30.273
H 16.261 3.591 30.944
H 5.154 -3.760 31.812
H 17.554 -3.420 26.016
H 14.416 -8.039 26.171
C 13.100 1.008 26.673
H 17.617 -2.155 33.592
N 15.430 -0.545 33.776
H 15.202 0.655 26.369
H 15.518 -1.541 24.597
C 18.403 -5.272 28.280
C 13.392 1.966 30.540
H 15.091 4.940 29.373
O 16.066 -9.069 26.648
C 21.925 -0.282 26.404
C 11.193 -12.472 28.352
H 14.652 -8.497 33.314
C 19.699 0.009 27.666
```

HOMO level = -7.8 eV
Kohn-Sham gap = 0.303 hartree
energy above the lowest of the compared OMol25 structures with the same formula, charge and spin = 0.0 kcal per mole
E_tot = -4916.23621 Eh
maximum force = 4.78 eV/A
spin multiplicity = 1